(1)
{"formula": "CHLiO2Yb", "method": "wB97M-V/def2-TZVPD", "species": ["Yb", "O", "O", "C", "Li", "H"], "coordinates": [[-0.1698, 2.1022, 0.0051], [0.5778, -0.0439, -0.0954], [-1.4823, 0.3692, -0.0840], [-0.6503, -0.4051, 0.3574], [2.2371, -0.7699, 0.0510], [-0.5126, -1.2525, -0.2341]], "forces_ev_per_angstrom": [[-0.6404, -0.8318, -0.6122], [1.9653, 4.0229, 2.8162], [-3.0161, 3.5896, 2.3808], [2.4431, -0.4046, -5.7981], [1.2541, -1.0336, 0.0206], [-2.0060, -5.3425, 1.1928]], "molar_mass_g_mol": 225.00, "spin_multiplicity": 2, "de_lowest_ev": 0.175, "charge": 3, "orbital_gap_ev": [10.00, 6.92], "homo_ev": [-26.6, -26.5]}

(2)
{"formula": "C16H17N3O4", "method": "wB97M-V/def2-TZVPD", "species": ["O", "O", "O", "O", "N", "N", "N", "C", "C", "C", "C", "C", "C", "C", "C", "C", "C", "C", "C", "C", "C", "C", "C", "H", "H", "H", "H", "H", "H", "H", "H", "H", "H", "H", "H", "H", "H", "H", "H", "H"], "coordinates": [[-5.8567, -0.7443, -0.1202], [4.9236, 1.9255, -0.5428], [-1.4880, -2.1925, -0.2023], [-3.5986, 2.0009, 0.2733], [-1.8420, 0.0180, -0.1854], [4.5692, -0.2240, 0.1271], [-3.2173, -0.1679, -0.1873], [2.6333, -1.5968, 0.3900], [1.2730, -1.7947, 0.3154], [-4.0351, 0.8768, 0.0822], [-7.1934, -0.7548, -0.0492], [6.8380, 0.6135, 0.0706], [-1.0226, -1.0644, -0.1607], [7.1311, 0.2993, 1.5384], [0.4266, -0.7692, -0.1042], [-5.4581, 0.5334, 0.0931], [-6.5514, 1.3354, 0.3017], [-7.6790, 0.4927, 0.2077], [2.3476, 0.6569, -0.4039], [3.1876, -0.3657, 0.0342], [0.9837, 0.4545, -0.4698], [7.3597, -0.4859, -0.8560], [5.3482, 0.8619, -0.1539], [6.7068, -0.6570, 1.8393], [6.9405, -1.4586, -0.6045], [7.1108, -0.2608, -1.8905], [-1.5831, 0.9759, 0.0161], [-6.5302, 2.3876, 0.4947], [3.2775, -2.3992, 0.7225], [-8.7059, 0.7743, 0.3160], [-7.6841, -1.6970, -0.1962], [2.7730, 1.6032, -0.6927], [7.3345, 1.5533, -0.1901], [0.3620, 1.2568, -0.8368], [8.4419, -0.5554, -0.7712], [6.7225, 1.0750, 2.1820], [8.2061, 0.2536, 1.6971], [-3.4975, -1.1387, -0.2632], [5.0506, -1.0528, 0.4473], [0.8364, -2.7455, 0.5805]], "forces_ev_per_angstrom": [[0.4985, -0.1856, -0.0658], [-0.1747, 0.2367, -0.0979], [-0.0268, -0.1354, 0.0482], [-0.1128, 0.1142, 0.0448], [-0.3731, 0.6143, 0.0622], [0.0864, -0.4441, 0.1491], [0.3118, -0.5770, -0.0724], [0.0263, 0.1126, -0.0324], [-0.1652, 0.1059, -0.0434], [0.5341, -0.3896, -0.1535], [-0.7589, 0.3871, 0.1166], [0.0517, -0.0391, 0.0175], [-0.4283, 0.1646, -0.0627], [-0.0065, 0.1599, -0.1607], [0.3592, -0.0155, 0.0001], [-0.8351, 0.9705, 0.2485], [0.9051, -0.3630, -0.1192], [0.0872, -0.5818, -0.1126], [0.1889, 0.2215, -0.0291], [-0.4513, 0.0578, -0.0749], [-0.1253, -0.3799, 0.1294], [-0.0236, 0.2229, 0.0321], [0.5974, 0.0358, 0.0544], [-0.0169, -0.1062, 0.0669], [-0.0111, -0.1258, 0.0066], [0.0063, -0.0515, -0.1137], [0.0193, -0.2106, 0.0171], [0.0870, 0.2236, 0.0378], [0.0621, -0.0811, 0.0382], [-0.2305, -0.0187, 0.0084], [0.0446, -0.1629, -0.0324], [0.0028, 0.0039, -0.0069], [-0.1966, -0.0746, 0.0057], [-0.0512, 0.0945, -0.0521], [0.0866, -0.0527, 0.0010], [-0.0164, 0.0255, 0.1212], [0.0819, -0.0384, 0.0446], [0.0092, 0.1706, 0.0314], [-0.0140, 0.1885, -0.0645], [-0.0279, -0.0771, 0.0125]], "molar_mass_g_mol": 315.33, "spin_multiplicity": 1, "de_lowest_ev": 0.502, "charge": 0, "smiles": "CC(C)C(=O)Nc1ccc(C(=O)NNC(=O)c2ccco2)cc1", "orbital_gap_ev": 8.98, "homo_ev": -8.5}

(3)
{"formula": "C4H4NO2", "method": "wB97M-V/def2-TZVPD", "species": ["O", "O", "N", "C", "C", "C", "C", "H", "H", "H", "H"], "coordinates": [[1.9190, -2.1287, -2.4183], [3.3163, -0.3313, -2.8384], [-0.7718, -0.3265, -2.0653], [0.7197, 0.4586, -1.7942], [2.5682, -1.1884, -2.6398], [-0.1417, -0.3193, -0.9760], [-0.2481, -0.8901, 0.4168], [-0.7743, -0.2862, 1.0874], [-0.7634, -1.8237, 0.4182], [0.6909, 1.5212, -1.8372], [0.8670, -0.8177, 0.7517]], "forces_ev_per_angstrom": [[0.3512, -0.8583, -0.3506], [1.7058, 0.2302, -0.7689], [0.1086, -0.1893, 0.5453], [0.8721, -2.0101, -0.5667], [-1.8984, 0.8043, 1.0957], [-0.8289, 0.9515, 0.0854], [2.9542, 0.5626, -1.1957], [-0.9298, 1.4505, 0.8598], [0.2404, -1.1186, 0.0447], [-0.6820, 1.1946, 0.4222], [-1.8931, -1.0172, -0.1712]], "molar_mass_g_mol": 98.08, "spin_multiplicity": 1, "de_lowest_ev": 4.688, "charge": -1, "orbital_gap_ev": [5.43, 5.43], "homo_ev": [-1.4, -1.4]}

(4)
{"formula": "C4H7N2", "method": "wB97M-V/def2-TZVPD", "species": ["N", "N", "C", "C", "C", "C", "H", "H", "H", "H", "H", "H", "H"], "coordinates": [[-1.4964, 1.3302, 0.4261], [-1.4600, 0.1983, 0.0011], [-0.3478, -0.4425, -0.0752], [-0.5736, -1.7122, -0.5293], [1.9796, 0.1952, -0.4613], [0.9441, 0.1269, 0.4422], [-0.7656, 1.7783, 0.9705], [1.0193, 0.5665, 1.4605], [0.0009, -2.6402, -0.3725], [-2.3278, 1.9422, 0.5919], [1.6891, -0.2161, -1.3794], [-1.5546, -1.8335, -0.9173], [2.8927, 0.7068, -0.1573]], "forces_ev_per_angstrom": [[-0.8153, 4.4338, 2.9927], [-4.1734, 0.3830, -2.0493], [4.4598, -2.7363, 1.0608], [0.1312, -0.4266, 0.9808], [-2.2563, 0.5998, 3.6060], [1.4125, 0.2983, -1.3931], [1.1747, -0.2879, -0.3817], [-0.1385, -0.4826, -0.7521], [0.3308, 0.9731, -0.4291], [-0.1113, -1.6233, -0.9895], [0.7361, -0.3059, -1.6103], [-0.7203, -0.3632, -0.4020], [-0.0301, -0.4622, -0.6331]], "molar_mass_g_mol": 83.11, "spin_multiplicity": 1, "de_lowest_ev": 4.723, "charge": 1, "smiles": "C=CC(=C)N=[NH2+]", "orbital_gap_ev": 8.25, "homo_ev": -14.6}

(5)
{"formula": "C31H41N2O8Ru", "method": "wB97M-V/def2-TZVPD", "species": ["Ru", "O", "O", "O", "O", "O", "O", "O", "O", "N", "N", "C", "C", "C", "C", "C", "C", "C", "C", "C", "C", "C", "C", "C", "C", "C", "C", "C", "C", "C", "C", "C", "C", "C", "C", "C", "C", "C", "C", "C", "C", "C", "H", "H", "H", "H", "H", "H", "H", "H", "H", "H", "H", "H", "H", "H", "H", "H", "H", "H", "H", "H", "H", "H", "H", "H", "H", "H", "H", "H", "H", "H", "H", "H", "H", "H", "H", "H", "H", "H", "H", "H", "H"], "coordinates": [[0.4079, -0.5289, 0.1222], [-5.2838, 2.4322, 2.5823], [6.0161, -6.4700, -2.7508], [-3.1902, -1.1016, 0.1189], [1.5589, -1.8317, -0.3717], [-1.0832, 2.8014, 1.0390], [4.5934, -3.0507, -5.1193], [5.9099, -4.8839, -5.1468], [6.9646, -4.4674, -2.4376], [-2.1162, 0.8029, 0.5666], [-3.2232, 2.5574, 1.6837], [-5.3442, -1.8695, 1.9548], [1.2167, 0.2892, 1.9318], [4.6421, -4.4971, -3.1571], [3.4589, -5.4774, -3.1702], [0.5573, 1.3432, -1.0344], [3.2169, -3.8134, -1.2770], [-0.0687, -1.5984, 2.2862], [0.1399, -0.5612, -2.3240], [4.2467, -3.2922, -2.2557], [-0.8002, 1.3812, -1.5319], [-2.0718, 2.0658, 1.0653], [-0.7894, -0.4659, 2.7792], [6.3229, -4.4708, -6.4517], [2.5040, -5.1316, -1.9991], [-1.0611, 0.2013, -2.2458], [5.0356, -4.0475, -4.5582], [-3.2223, 0.0579, 0.6049], [1.1984, 0.2175, -1.6954], [-6.0351, -0.4751, -0.7102], [1.0915, -5.1889, -2.5176], [0.0079, 0.6615, 2.6313], [5.9218, -5.2494, -2.7593], [-5.6396, 0.7387, 0.1082], [-4.5747, 0.5305, 1.2253], [0.8187, -4.1753, -3.5780], [2.6763, -2.7190, -0.2709], [1.2651, -1.1608, 1.9942], [0.0629, -5.4231, -1.4745], [-5.0479, -0.4362, 2.3477], [8.1673, -5.2442, -2.3099], [-4.4125, 1.9043, 1.9011], [2.9372, -5.4309, -4.1342], [-5.1698, -1.1337, -0.8436], [5.4527, -4.3274, -7.1066], [6.8863, -3.5284, -6.3896], [-5.9419, 0.0121, 2.8093], [-0.4341, -2.6270, 2.2115], [-3.1116, 3.4717, 2.0861], [-6.3733, -1.9802, 1.5962], [2.5451, -3.2291, 0.6969], [-6.5336, 1.1699, 0.5861], [-6.8491, -1.0293, -0.2310], [-1.4540, 2.2458, -1.4656], [2.5965, -5.9215, -1.2295], [-4.2618, -0.4335, 3.1231], [3.8304, -2.5196, -2.9155], [2.2693, 0.0473, -1.7475], [1.0744, 2.1437, -0.5142], [0.5183, -5.4225, -0.4711], [1.6810, -3.4961, -3.6960], [3.8698, -4.3682, -0.5786], [5.1489, -2.8915, -1.7634], [8.0672, -5.9733, -1.5001], [-0.0556, -3.5591, -3.3182], [-0.6761, -4.6140, -1.5008], [2.0404, 0.9477, 1.6837], [2.1746, -1.7698, 1.9795], [0.2664, -1.4955, -2.8716], [8.3585, -5.7774, -3.2474], [-0.4925, -6.3570, -1.5780], [-5.2156, -2.5098, 2.8345], [0.6148, -4.6094, -4.5667], [3.8547, -6.4894, -3.0531], [3.5062, -1.9993, -0.1643], [-0.1508, 1.6511, 3.0628], [-4.6407, -2.1878, 1.1769], [-5.2407, 1.5123, -0.5698], [8.9506, -4.5189, -2.1013], [-1.7603, -0.5070, 3.2859], [6.9604, -5.2788, -6.8130], [-2.0141, -0.0754, -2.6876], [-6.3827, -0.1398, -1.6933]], "forces_ev_per_angstrom": [[-1.8771, 0.1227, 0.1778], [0.2793, -0.3647, -0.3989], [-0.1238, 1.5146, 0.0275], [-0.2202, 1.2556, 0.5660], [2.3166, -4.7374, -2.8733], [-0.7528, -0.1475, -0.0341], [0.7453, -1.5367, 0.7866], [-0.2487, 0.3552, -0.0659], [-0.1866, -0.2821, -0.2715], [0.2919, 0.7404, 0.5564], [-0.6667, 0.0093, 0.2146], [0.0696, -0.4036, -0.1212], [0.3430, -0.1679, 2.4626], [1.0872, 0.1059, -0.0302], [0.0792, -0.0388, 0.0253], [0.0674, 0.6326, -2.3127], [-0.1352, -0.8212, 0.2288], [-0.3388, 0.0774, 1.3696], [0.0068, 1.2381, -0.0473], [0.1598, 0.1290, -1.2269], [0.9823, 0.0853, -0.2648], [0.4786, -0.7204, -0.3499], [0.0736, -1.2523, 0.3028], [0.0919, 0.0706, -0.2694], [0.3427, -0.1801, 0.2848], [0.5331, -0.0785, -0.5306], [-1.2267, 1.7717, -1.0296], [-0.2523, -1.7038, -0.5813], [-0.9493, 0.8694, -0.2034], [0.0162, -0.2762, -0.2407], [0.8416, 1.5809, 1.1082], [1.0749, 0.6819, -0.0418], [-0.2636, -1.8047, 1.0408], [0.1259, 0.6214, 0.2595], [0.3162, 0.2747, 0.1158], [-0.2757, 0.2938, -0.5248], [-0.8950, 1.2225, 1.3806], [-0.3354, 0.6554, -0.2030], [-0.4790, 0.1035, 0.4159], [0.1259, 0.5167, 0.2624], [0.1712, 0.1768, 0.0731], [-0.0380, 0.2853, 0.1031], [0.0659, 0.0567, 0.2716], [-0.2875, 0.0729, -0.0724], [0.2951, -0.0565, 0.2061], [-0.2007, -0.2903, -0.0382], [0.3378, 0.0195, -0.0910], [0.2046, 0.4641, 0.2784], [-0.1375, 0.1669, 0.1550], [0.2174, -0.0801, 0.0594], [0.2603, -0.1831, -0.1588], [0.2903, 0.0017, -0.0697], [0.1872, 0.0333, -0.1689], [-0.0009, -0.4545, 0.4117], [-0.0440, 0.3140, -0.3188], [-0.2130, 0.0389, -0.2020], [0.1406, -0.0760, 0.1370], [-0.3375, -0.0806, 0.0728], [-0.2276, -0.1243, -0.2250], [-0.1742, -0.0605, -0.2656], [-0.3222, -0.1818, -0.0678], [-0.3937, 0.1539, 0.1655], [-0.4865, -0.0081, -0.1110], [0.0705, 0.1837, -0.1581], [0.2040, -0.2083, -0.0920], [-0.0216, -0.1211, 0.1311], [0.0364, -0.0885, 0.4944], [-0.6515, 0.2967, -0.4468], [-0.0007, 0.3385, 0.4052], [0.0133, 0.1082, 0.2134], [-0.0228, -0.1544, -0.0777], [-0.1102, -0.0087, -0.1308], [0.0126, 0.0415, 0.0575], [-0.1569, 0.1682, -0.1672], [0.3569, -0.5698, 0.0851], [-0.2945, -0.3106, -0.6355], [-0.2802, -0.0886, 0.2609], [-0.0964, -0.1540, 0.1824], [0.0061, -0.0941, 0.0140], [0.3325, 0.0486, -0.5639], [-0.0926, 0.1593, -0.0204], [0.1935, -0.0178, 0.2503], [-0.0280, -0.1303, 0.0890]], "molar_mass_g_mol": 670.75, "spin_multiplicity": 5, "charge": -1, "orbital_gap_ev": [4.60, 6.49], "homo_ev": [-2.5, -4.4]}

(6)
{"formula": "C14H16O", "method": "wB97M-V/def2-TZVPD", "species": ["O", "C", "C", "C", "C", "C", "C", "C", "C", "C", "C", "C", "C", "C", "C", "H", "H", "H", "H", "H", "H", "H", "H", "H", "H", "H", "H", "H", "H", "H", "H"], "coordinates": [[-3.0307, -4.4107, 0.7620], [-0.5379, -1.1085, 1.2283], [1.8288, 1.5878, -1.8711], [-0.3410, 2.4608, -1.3294], [-2.1197, -2.3729, -0.0868], [3.9659, 2.5500, -1.0642], [0.2746, 3.4764, -0.6370], [1.6666, 3.5870, -0.6243], [0.5950, -0.0899, 1.3412], [-1.6808, -3.0520, 2.1584], [-1.2121, -1.3418, 0.0271], [0.4578, 1.5107, -1.9945], [-0.8011, -1.9669, 2.2810], [2.4734, 2.6473, -1.2277], [-2.2539, -3.3062, 0.9466], [0.3525, 0.5978, 2.1608], [1.4903, -0.6673, 1.5958], [-0.2143, -1.8928, 3.1863], [4.1603, 2.1393, -0.0624], [-2.7267, -2.5552, -0.9718], [-0.0945, 0.9151, -2.7102], [4.5141, 3.4953, -1.1637], [-1.0707, -0.6424, -0.7909], [-0.2965, 4.1995, -0.0680], [-1.7013, -3.7513, 2.9862], [0.6420, 0.4645, 0.4137], [2.4280, 0.8410, -2.3859], [-1.4101, 2.3068, -1.3568], [2.1241, 4.4524, -0.1675], [-3.1336, -4.5450, -0.1885], [4.3956, 1.8469, -1.7762]], "forces_ev_per_angstrom": [[-0.0706, -0.3458, 0.0037], [0.5230, -0.1576, -0.1743], [0.1446, -0.3971, -1.0132], [0.4715, -0.8706, -0.2291], [0.0481, -0.6852, 0.0384], [0.2110, 0.2020, 0.3269], [0.1881, 0.3120, 0.3815], [-0.0726, 0.4874, -0.0088], [-1.2807, -0.6350, 0.5136], [1.3783, 0.1639, 0.8334], [-0.2810, 0.7148, 0.1706], [-0.9157, 1.4613, 0.0909], [-0.2152, -0.5105, -0.1955], [-0.1792, -1.0772, 0.0913], [-0.7484, 0.6219, -0.6793], [0.3061, -0.0166, -0.1520], [0.1408, 0.5305, -0.2738], [-0.1120, 0.1864, 0.1906], [0.1306, 0.1988, -0.2053], [0.2911, 0.2501, -0.1225], [0.5125, -0.7671, 0.2103], [-0.2989, -0.1004, 0.0914], [0.0363, -0.1378, -0.0482], [-0.0982, 0.0391, -0.1526], [-0.4167, -0.0823, -0.1569], [0.5262, 0.1147, -0.0500], [0.0516, 0.0660, 0.0843], [-0.1262, 0.3911, 0.0241], [0.0199, 0.0429, 0.2825], [-0.0961, -0.0190, 0.1969], [-0.0684, 0.0196, -0.0688]], "molar_mass_g_mol": 200.28, "spin_multiplicity": 1, "de_lowest_ev": 0.521, "charge": 0, "smiles": "Cc1ccc(O)cc1.Cc1ccccc1", "orbital_gap_ev": 9.17, "homo_ev": -8.3}

(7)
{"formula": "C2H4OS2", "method": "wB97M-V/def2-TZVPD", "species": ["S", "S", "O", "C", "C", "H", "H", "H", "H"], "coordinates": [[-0.2015, 2.1143, 0.4024], [-1.0458, 2.5663, -1.2473], [-1.1609, 2.4095, 1.4122], [0.4132, -1.1482, 0.5294], [0.4903, -1.1127, -0.7699], [1.0034, -1.8619, 1.1895], [-0.2588, -0.7109, -1.3440], [1.2437, -1.5964, -1.1834], [-0.4836, -0.6599, 1.0111]], "forces_ev_per_angstrom": [[-0.5789, 0.6255, -2.6500], [1.1800, -0.4758, -0.0912], [-0.5745, -0.0325, 2.7358], [-1.5276, -0.7045, 2.8624], [-1.1220, 0.5686, 2.0550], [-0.3901, 1.4787, -0.9482], [-1.3793, 1.3313, -1.3777], [3.2680, -2.1510, -2.3743], [1.1244, -0.6404, -0.2117]], "molar_mass_g_mol": 108.19, "spin_multiplicity": 1, "de_lowest_ev": 2.155, "charge": 0, "orbital_gap_ev": 8.21, "homo_ev": -10.0}

(8)
{"formula": "C5H7N3O2", "method": "wB97M-V/def2-TZVPD", "species": ["O", "O", "N", "N", "N", "C", "C", "C", "C", "C", "H", "H", "H", "H", "H", "H", "H"], "coordinates": [[2.6617, 2.2067, 2.1590], [1.4854, 1.1625, 3.7308], [0.3592, -0.3467, 1.7676], [0.3910, 0.1294, -1.2410], [1.8004, 1.3306, 2.3344], [-0.3745, -0.9468, 0.9446], [1.3357, 0.5115, 1.4030], [-0.0312, 0.9964, -2.0409], [-0.9825, -1.6890, -1.2689], [-0.2969, -0.7950, -0.4733], [1.9295, 1.8662, 4.1352], [-1.1061, 1.2818, -2.2058], [-1.0315, -1.8439, 1.1598], [0.6261, 1.5707, -2.6883], [-1.0343, -1.7366, -2.3241], [1.6995, 0.8399, 0.4240], [-1.2929, -2.6162, -0.7646]], "forces_ev_per_angstrom": [[-0.4085, -0.0250, -0.2854], [-2.0183, -2.7434, -2.6085], [-0.0813, -0.4128, 1.5884], [1.5906, 1.0683, 0.5913], [1.4409, 0.1554, 1.3189], [0.2356, -1.5945, -0.6480], [0.0291, 1.9625, 1.0525], [-1.5008, 0.3748, -0.2482], [0.5377, -0.8253, 2.9266], [-2.5414, -1.0729, -4.7955], [1.4590, 2.0797, 0.5746], [0.5476, -0.6015, 0.4304], [0.6014, 1.4692, 0.6543], [0.4598, -0.1873, 0.2348], [0.2760, 0.4550, -0.8282], [-0.2524, -0.6048, 0.2854], [-0.3752, 0.5026, -0.2431]], "molar_mass_g_mol": 141.13, "spin_multiplicity": 1, "de_lowest_ev": 6.665, "charge": 0, "smiles": "C=NC(=C)/C=N\\C=[N+](\\[O-])O", "orbital_gap_ev": [7.82, 7.82], "homo_ev": [-8.3, -8.3]}

The calculation returns the following E_tot values, one per record and in order: -36845.52894 -29528.48441 -9795.10583 -7231.01550 -54749.25256 -16824.71379 -25854.34072 -13857.52322 eV.
The calculation returns the following max |F| values, one per record and in order: 0.123 0.025 0.063 0.105 0.117 0.034 0.089 0.108 hartree/bohr.